Formula: C23H58N7O13
Source: the OMol25 dataset
Level of theory: the ωB97M-V functional and the def2-TZVPD basis

Last columns: bonded neighbours and bond lengths (Å).
Geometry (Å):
1 O -14.2666 -12.7324 7.6983  C32 1.240
2 O -13.9878 -18.5292 10.5039  C25 1.261
3 O -14.4231 -13.6946 12.1198  C38 1.251
4 O -20.1013 -21.7108 8.2474  C34 1.198
5 O -16.8129 -18.2483 13.8714  C29 1.241
6 O -10.7449 -16.9576 9.2277  C36 1.216
7 O -13.7126 -14.8026 7.7022  C32 1.213
8 O -16.0978 -19.0405 10.2929  C25 1.242
9 O -18.6407 -17.3051 10.9602  C22 1.218
10 O -12.3423 -22.1865 11.6186  C31 1.249
11 O -16.1417 -18.6001 6.0435  C30 1.216
12 O -15.2442 -14.1851 9.1027  C32 1.331, H60 0.960
13 O -15.5818 -17.0128 10.6026  C25 1.253, H72 0.960
14 N -9.5562 -18.4206 10.6369  C33 1.549, C36 1.509, H46 1.010, H76 1.010
15 N -18.8277 -15.1020 12.1076  C22 1.549, C27 1.551, H44 1.010, H64 1.010
16 N -18.2920 -23.2061 7.5993  C34 1.556, C42 1.629, H80 1.010, H86 1.010
17 N -15.6340 -20.2916 14.5118  C29 1.570, C35 1.504, H51 1.010, H98 1.010
18 N -13.0794 -24.3674 11.0110  C31 1.539, C39 1.551, H73 1.010, H92 1.010
19 N -13.2835 -15.0311 13.7246  C37 1.605, C38 1.509, H54 1.010, H69 1.010
20 N -14.0671 -17.5120 6.3531  C30 1.484, C43 1.518, H50 1.010, H91 1.010
21 C -20.4420 -17.0118 12.5386  C22 1.540, H52 1.090, H65 1.090, H71 1.090
22 C -19.1936 -16.5657 11.7546  O9 1.218, N15 1.549, C21 1.540
23 C -9.2367 -15.9004 10.6886  C36 1.458, H56 1.090, H59 1.090, H61 1.090
24 C -12.6272 -15.0699 11.1347  C38 1.579, H57 1.090, H84 1.090, H85 1.090
25 C -15.2064 -18.2044 10.5133  O2 1.261, O8 1.242, O13 1.253
26 C -13.9361 -22.2807 9.7173  C31 1.525, H45 1.090, H47 1.090, H63 1.090
27 C -17.3683 -14.8425 12.5636  N15 1.551, H83 1.090, H88 1.090, H95 1.090
28 C -15.8388 -16.5323 4.7564  C30 1.573, H58 1.090, H70 1.090, H82 1.090
29 C -16.8350 -19.4890 13.8958  O5 1.241, N17 1.570, C41 1.491
30 C -15.4381 -17.6385 5.8000  O11 1.216, N20 1.484, C28 1.573
31 C -13.0802 -22.8373 10.8499  O10 1.249, N18 1.539, C26 1.525
32 C -14.3704 -13.8849 8.1451  O1 1.240, O7 1.213, O12 1.331
33 C -10.6539 -19.1170 11.4793  N14 1.549, H62 1.090, H78 1.090, H90 1.090
34 C -18.9584 -22.0411 8.3872  O4 1.198, N16 1.556, C40 1.523
35 C -14.5113 -20.3722 13.5135  N17 1.504, H49 1.090, H87 1.090, H101 1.090
36 C -9.8783 -17.0573 10.0753  O6 1.216, N14 1.509, C23 1.458
37 C -13.7392 -16.5686 13.7964  N19 1.605, H74 1.090, H94 1.090, H99 1.090
38 C -13.5570 -14.5770 12.3116  O3 1.251, N19 1.509, C24 1.579
39 C -12.6680 -25.1238 9.7209  N18 1.551, H79 1.090, H89 1.090, H96 1.090
40 C -17.9786 -21.2297 9.2250  C34 1.523, H55 1.090, H68 1.090, H77 1.090
41 C -18.0039 -20.2226 13.3316  C29 1.491, H66 1.090, H93 1.090, H100 1.090
42 C -18.7830 -23.2803 6.0482  N16 1.629, H48 1.090, H67 1.090, H75 1.090
43 C -13.5761 -18.6786 7.1908  N20 1.518, H53 1.090, H81 1.090, H97 1.090
44 H -19.2325 -14.4964 11.4080  N15 1.010
45 H -13.3646 -22.0785 8.8114  C26 1.090
46 H -8.6984 -18.2985 11.1560  N14 1.010
47 H -14.7625 -22.9444 9.4628  C26 1.090
48 H -18.4226 -24.2671 5.7575  C42 1.090
49 H -14.1696 -19.3436 13.3976  C35 1.090
50 H -13.4524 -17.3432 5.5697  N20 1.010
51 H -15.9125 -21.1997 14.8550  N17 1.010
52 H -20.8749 -17.8864 12.0529  C21 1.090
53 H -14.3209 -18.9548 7.9372  C43 1.090
54 H -13.6783 -14.4459 14.4469  N19 1.010
55 H -17.7205 -21.7662 10.1381  C40 1.090
56 H -9.5964 -15.0757 10.0733  C23 1.090
57 H -13.1282 -15.7481 10.4440  C24 1.090
58 H -15.8474 -15.5196 5.1595  C28 1.090
59 H -9.4004 -15.8085 11.7623  C23 1.090
60 H -14.8310 -15.0440 9.2178  O12 0.960
61 H -8.1720 -16.0418 10.5024  C23 1.090
62 H -10.2731 -20.0395 11.9176  C33 1.090
63 H -14.4598 -21.3930 10.0720  C26 1.090
64 H -19.3943 -14.9640 12.9323  N15 1.010
65 H -20.1711 -17.2027 13.5770  C21 1.090
66 H -18.3653 -21.1298 13.8156  C41 1.090
67 H -18.3751 -22.4760 5.4358  C42 1.090
68 H -18.4374 -20.3005 9.5631  C40 1.090
69 H -12.3180 -14.8938 13.9872  N19 1.010
70 H -16.6615 -16.8788 4.1310  C28 1.090
71 H -21.2494 -16.2808 12.4960  C21 1.090
72 H -16.4694 -17.3715 10.5307  O13 0.960
73 H -13.9136 -24.7647 11.4190  N18 1.010
74 H -14.7451 -16.6825 13.3924  C37 1.090
75 H -19.8719 -23.2931 6.0959  C42 1.090
76 H -9.3145 -18.9944 9.8416  N14 1.010
77 H -17.0315 -21.0255 8.7256  C40 1.090
78 H -11.4640 -19.4368 10.8239  C33 1.090
79 H -11.8130 -24.5974 9.2966  C39 1.090
80 H -17.2870 -23.1436 7.6787  N16 1.010
81 H -13.2195 -19.5218 6.5993  C43 1.090
82 H -14.9348 -16.4529 4.1525  C28 1.090
83 H -17.1673 -13.7895 12.7612  C27 1.090
84 H -12.2697 -14.2978 10.4534  C24 1.090
85 H -11.8324 -15.6139 11.6451  C24 1.090
86 H -18.4827 -24.0700 8.0866  N16 1.010
87 H -14.9406 -20.6879 12.5627  C35 1.090
88 H -16.7859 -15.0560 11.6673  C27 1.090
89 H -12.5325 -26.1846 9.9319  C39 1.090
90 H -11.0605 -18.5237 12.2983  C33 1.090
91 H -13.9960 -16.6555 6.8837  N20 1.010
92 H -12.4574 -24.5196 11.7920  N18 1.010
93 H -18.8672 -19.5656 13.4369  C41 1.090
94 H -13.7040 -16.9667 14.8104  C37 1.090
95 H -17.1482 -15.5888 13.3269  C27 1.090
96 H -13.6432 -25.0754 9.2363  C39 1.090
97 H -12.7446 -18.3037 7.7877  C43 1.090
98 H -15.2947 -19.7968 15.3243  N17 1.010
99 H -13.0498 -17.1074 13.1464  C37 1.090
100 H -17.8447 -20.3330 12.2589  C41 1.090
101 H -13.7743 -21.0843 13.8848  C35 1.090

Its expectation value of S² is 0.754. As for the HOMO energy (alpha / beta): -13.04 / -14.23 eV. The charge is +4. As for the spin multiplicity: 2.